Computed, not measured: 2 unconnected molecules or ions with the total composition C4H12NS2, with ωB97M-V with the def2-TZVPD basis set.

Geometry as XYZ:
```
19
Properties=species:S:1:pos:R:3:nbo_charge:R:1
N 0.87232 3.93127 -1.86814 -1.08
C -2.01658 -0.41163 0.86721 0.04
C -2.84548 -0.39190 -0.42685 -0.72
C -1.28361 -1.60229 1.25393 -0.34
S 0.04861 -0.40095 0.13842 0.16
S 1.69789 -1.80697 0.47715 0.14
C 3.57256 -1.68557 0.69444 -0.69
H -0.04363 3.59881 -1.37884 0.34
H 1.26948 4.62269 -1.20253 0.37
H 0.54628 4.39561 -2.72635 0.37
H -2.05740 0.48430 1.45341 0.26
H -2.25477 -0.12341 -1.34421 0.29
H -3.76479 0.18595 -0.56883 0.29
H -3.15599 -1.48737 -0.56732 0.25
H -0.97920 -1.63751 2.33435 0.28
H -1.44946 -2.51476 0.71978 0.26
H 4.05046 -0.70719 0.63261 0.26
H 3.97977 -2.39749 -0.14270 0.28
H 3.81354 -2.05159 1.65447 0.24
```

The calculation puts the energy relative to the best compared isomer or geometry (same formula, charge and spin) at 106.7 kcal per mole. The total charge is +1. For the HOMO-LUMO gap, the calculation gives 6.1 eV. The value obtained for the HOMO energy is -0.460 Ha. Its multiplicity is 1. For the total energy, the calculation gives -1010.32552 Eh.